# 1
Formula: C3H3FO2
Source: the Open Molecules 2025 dataset
Level of theory: wB97M-V/def2-TZVPD

CARTESIAN COORDINATES (ANGSTROEM)
H (-0.2318, 1.3544, -1.1339)
C (-0.5185, 0.5011, -0.5149)
C (-0.0731, 0.3922, 0.8297)
F (-1.8178, 0.1819, -0.7423)
H (-0.7955, 0.0383, 1.5681)
H (0.6202, 1.1682, 1.1600)
O (0.4945, -0.9486, -1.3676)
C (1.1677, -1.5247, -0.4902)
O (1.1543, -1.1627, 0.6910)

Calculated values
LUMO (spin up / spin down)	-0.390 / -0.390	eV
ΔE to the lowest compared entry with this formula, charge and spin	64.3	kcal/mol
E	-9968.7718	eV
SMILES string	O=C=O.C=CF
highest occupied orbital energy (spin up / spin down)	-9.51 / -9.51	eV



# 2
Formula: C4H9FN3
Source: the Open Molecules 2025 dataset
Level of theory: wB97M-V/def2-TZVPD

CARTESIAN COORDINATES (ANGSTROEM)
C (0.4655, -0.6031, -0.0184)
C (-1.1557, -2.2415, 0.1693)
C (-1.8492, -0.2241, -0.3557)
C (1.9448, -0.3263, -0.2239)
N (0.1686, -1.7784, 0.1800)
N (-0.5288, 0.3466, -0.3595)
N (-0.4617, 1.7628, 0.2269)
F (-2.6081, 0.3639, 0.6792)
H (-1.4742, -2.3922, 1.1844)
H (-1.3697, -2.8534, -0.7200)
H (-2.3770, -0.2569, -1.3370)
H (2.2510, 0.7899, -0.0626)
H (2.1548, -0.5929, -1.3134)
H (2.4590, -1.1708, 0.2931)
H (-0.9481, 2.0280, 1.0991)
H (-1.0187, 2.2551, -0.4766)
H (0.5789, 1.8799, 0.2846)

Calculated values
LUMO	-4.222	eV
ΔE to the lowest compared entry with this formula, charge and spin	103.8	kcal/mol
charge	+1
E	-11470.4025	eV
highest occupied orbital energy	-12.98	eV



# 3
Formula: C28H28FeNO7PSe
Source: the Open Molecules 2025 dataset
Level of theory: wB97M-V/def2-TZVPD

CARTESIAN COORDINATES (ANGSTROEM)
Fe (0.3084, 1.3439, -1.5190)
C (-2.8560, -4.5484, 2.9498)
C (-3.4499, -3.5184, 2.2288)
C (-2.6712, -2.5011, 1.7017)
C (-1.2823, -2.4897, 1.8600)
C (-0.7021, -3.5320, 2.5797)
C (-1.4805, -4.5477, 3.1241)
P (-0.3890, -1.0670, 1.0878)
C (1.3117, -1.3209, 1.7215)
C (1.5636, -1.1866, 3.0900)
C (2.8569, -1.2465, 3.5838)
C (3.9268, -1.4016, 2.7072)
C (3.6901, -1.4999, 1.3449)
C (2.3893, -1.4734, 0.8552)
C (-0.2896, -1.5905, -0.6557)
C (-0.4036, -2.9517, -0.9830)
C (-0.3113, -3.3694, -2.2937)
C (-0.0900, -2.4124, -3.2839)
C (0.0311, -1.0783, -2.9513)
C (-0.0592, -0.5875, -1.6221)
H (-3.4617, -5.3440, 3.3683)
H (-4.5236, -3.5067, 2.0794)
H (-3.1409, -1.6977, 1.1435)
H (0.3730, -3.5577, 2.7058)
H (-1.0024, -5.3491, 3.6765)
H (0.7348, -1.0273, 3.7740)
H (3.0339, -1.1483, 4.6496)
H (4.9424, -1.4187, 3.0866)
H (4.5063, -1.5556, 0.6365)
H (2.2309, -1.5179, -0.2149)
H (-0.5637, -3.6899, -0.2043)
H (-0.3934, -4.4228, -2.5410)
H (0.0107, -2.7182, -4.3209)
H (0.2366, -0.3635, -3.7382)
O (1.7740, 1.4478, -0.0963)
C (1.8856, 2.8595, -0.0096)
C (1.4241, 3.2887, 1.3754)
C (0.2365, 2.4331, 1.8184)
C (-1.0363, 2.5066, 1.0137)
C (-2.1329, 3.1764, 1.5550)
C (-3.3782, 3.0608, 0.9678)
C (-3.5099, 2.2376, -0.1362)
C (-2.3679, 1.6508, -0.6538)
N (-1.1441, 1.8242, -0.1417)
H (2.6308, 1.0475, -0.5872)
H (1.2457, 3.3381, -0.7681)
H (2.9087, 3.1783, -0.2274)
H (1.1898, 4.3584, 1.3871)
H (2.2299, 3.1178, 2.0965)
H (-0.0222, 2.6589, 2.8564)
H (0.5694, 1.3975, 1.7851)
H (-1.9953, 3.7473, 2.4648)
H (-4.2366, 3.5729, 1.3883)
H (-4.4657, 2.0654, -0.6120)
H (-2.4125, 1.0230, -1.5330)
C (-1.9600, 2.9255, -4.7713)
O (-1.5501, 1.8476, -3.9447)
C (-0.7591, 2.1938, -2.8642)
O (-0.5533, 3.3980, -2.6788)
H (-2.5703, 2.4888, -5.5630)
H (-1.0992, 3.4385, -5.2045)
H (-2.5418, 3.6629, -4.2121)
O (4.3100, 2.0108, -3.5007)
Se (3.3357, 0.8553, -2.9059)
O (3.7309, 0.5703, -1.3016)
O (1.7734, 1.4482, -2.8839)
O (3.4146, -0.5336, -3.7388)

Calculated values
LUMO (spin up / spin down)	4.377 / 4.377	eV
charge	-2
E	-154333.1073	eV
highest occupied orbital energy (spin up / spin down)	-1.46 / -1.46	eV



# 4
Formula: C3H11N2
Source: the Open Molecules 2025 dataset
Level of theory: wB97M-V/def2-TZVPD

CARTESIAN COORDINATES (ANGSTROEM)
C (0.4293, 1.2705, -0.6589)
C (-1.1115, 0.1335, 0.7263)
C (0.0130, -1.1525, -0.8828)
N (1.2547, -0.2402, 1.0080)
N (0.2541, -0.0290, 0.0257)
H (1.2271, 1.8710, -0.1904)
H (0.7083, 0.9308, -1.6580)
H (-0.5185, 1.7080, -0.6028)
H (-1.8941, 0.0914, -0.0121)
H (-1.1561, -0.6897, 1.4307)
H (-1.1483, 1.1815, 1.1871)
H (-0.5042, -1.9627, -0.4058)
H (-0.4182, -0.7484, -1.7515)
H (0.9571, -1.6208, -1.0998)
H (0.7886, -1.0538, 1.5965)
H (1.2299, 0.5645, 1.6633)

Calculated values
LUMO	-3.175	eV
ΔE to the lowest compared entry with this formula, charge and spin	60.6	kcal/mol
charge	+1
E	-6260.9542	eV
SMILES string	C[N+](C)(C)N
highest occupied orbital energy	-15.88	eV